Entry 1:
DFT (the ωB97M-V functional and the def2-TZVPD basis) results for a structure of composition C32H34BN6OPd.

Results
total charge	-1
frontier orbital gap	0.2116	Eh
energy above the lowest of the compared OMol25 structures with the same formula, charge and spin	0.0	kcal/mol
LUMO	0.09732	hartree

Geometry as XYZ:
```
75
C32H34BN6OPd the ωB97M-V functional and the def2-TZVPD basis
Pd 1.035 0.534 0.131
C -4.298 -0.313 -1.410
C -2.885 0.065 -1.716
C -2.309 0.304 -2.944
C -0.965 0.617 -2.659
N -0.757 0.565 -1.353
N -1.927 0.230 -0.772
B -2.065 0.024 0.765
N -1.272 -1.227 1.242
N 0.070 -1.314 1.137
C 0.425 -2.507 1.582
C -0.716 -3.228 1.992
C -1.774 -2.376 1.759
C -3.227 -2.606 2.018
C 1.839 -2.912 1.580
C 2.192 -4.255 1.687
C 3.524 -4.642 1.668
C 4.523 -3.688 1.537
C 4.178 -2.346 1.431
C 2.849 -1.958 1.456
N -1.667 1.299 1.554
N -0.417 1.794 1.533
C -0.405 2.872 2.297
C -1.690 3.093 2.837
C -2.463 2.068 2.339
C -3.912 1.792 2.573
C 0.835 3.647 2.474
C 2.022 3.250 1.855
C 3.183 3.987 2.028
C 3.186 5.130 2.818
C 2.010 5.531 3.437
C 0.847 4.794 3.265
C 0.137 0.948 -3.576
C 1.340 1.454 -3.086
C 2.381 1.744 -3.951
C 2.240 1.541 -5.319
C 1.044 1.042 -5.814
C 0.001 0.748 -4.948
H -4.861 -0.365 -2.341
H -4.358 -1.284 -0.918
H -4.781 0.414 -0.755
H -2.805 0.268 -3.900
H -3.223 -0.190 0.987
H -0.771 -4.216 2.418
H -3.357 -3.597 2.454
H -3.637 -1.869 2.709
H -3.815 -2.555 1.100
H 1.414 -5.005 1.768
H 3.781 -5.691 1.744
H 5.564 -3.988 1.513
H 4.950 -1.594 1.326
H 2.571 -0.907 1.380
H -2.024 3.878 3.495
H -4.319 2.559 3.232
H -4.480 1.801 1.642
H -4.068 0.819 3.041
H 2.026 2.353 1.233
H 4.094 3.663 1.540
H 4.095 5.703 2.950
H 1.996 6.420 4.055
H -0.067 5.114 3.750
H 1.447 1.610 -2.012
H 3.312 2.129 -3.554
H 3.059 1.763 -5.992
H 0.925 0.873 -6.878
H -0.925 0.343 -5.338
C -0.279 -3.083 -3.285
C 0.151 -2.675 -1.887
O 1.407 -2.030 -1.958
H -1.229 -3.624 -3.258
H 0.476 -3.724 -3.743
H -0.398 -2.194 -3.908
H 0.222 -3.560 -1.240
H -0.600 -2.014 -1.446
H 1.394 -1.244 -1.372
```

=====

Entry 2:
DFT (the ωB97M-V functional and the def2-TZVPD basis) results for a structure of composition C32H34BrN8O3STl.

Results
frontier orbital gap	0.2809	Eh
energy above the lowest of the compared OMol25 structures with the same formula, charge and spin	1.4	kcal/mol
LUMO	0.00727	hartree

Geometry as XYZ:
```
80
C32H34BrN8O3STl the ωB97M-V functional and the def2-TZVPD basis
Tl 0.360 -0.529 0.872
C -3.309 -3.669 5.299
C -2.486 -2.392 5.418
N -2.605 -1.525 4.260
C -1.958 -1.740 3.090
S -2.374 -0.684 1.770
N -1.125 -2.756 3.061
N -0.413 -2.837 1.904
C 0.150 -3.951 1.618
C 0.038 -5.192 2.453
C 0.952 -3.984 0.369
C 1.696 -5.113 0.025
C 2.422 -5.112 -1.155
C 2.401 -3.988 -1.962
C 1.648 -2.900 -1.543
N 0.937 -2.898 -0.420
H -3.173 -4.296 6.182
H -2.997 -4.233 4.421
H -4.371 -3.440 5.202
H -1.433 -2.638 5.549
H -2.802 -1.815 6.289
H -3.331 -0.831 4.233
H -0.637 -5.009 3.282
H 1.013 -5.481 2.855
H -0.336 -6.028 1.859
H 1.705 -5.978 0.671
H 3.001 -5.983 -1.436
H 2.956 -3.939 -2.888
H 1.632 -1.982 -2.119
C -0.436 2.952 2.791
C -0.712 3.239 1.339
O -0.242 4.234 0.780
N -1.465 2.332 0.695
C -1.777 2.454 -0.719
C -2.245 1.151 -1.313
C -3.502 1.049 -1.889
C -3.881 -0.149 -2.474
C -2.991 -1.207 -2.461
C -1.759 -1.022 -1.853
N -1.384 0.127 -1.297
H 0.642 2.830 2.912
H -0.948 2.058 3.145
H -0.739 3.813 3.386
H -1.855 1.557 1.224
H -0.876 2.760 -1.246
H -2.528 3.230 -0.883
H -4.173 1.898 -1.870
H -4.859 -0.253 -2.926
H -3.241 -2.163 -2.899
H -1.044 -1.835 -1.795
C 4.317 -1.712 0.479
O 3.762 -0.929 -0.562
C 3.474 0.365 -0.280
C 3.851 1.017 0.876
C 3.447 2.336 1.077
Br 3.957 3.206 2.683
C 2.696 3.008 0.149
C 2.320 2.353 -1.034
C 2.704 1.031 -1.257
O 2.336 0.328 -2.339
C 1.504 3.031 -2.039
N 1.288 2.556 -3.245
C 0.435 3.467 -3.853
C -0.132 3.461 -5.125
C -0.990 4.495 -5.448
C -1.280 5.519 -4.533
C -0.713 5.544 -3.272
C 0.151 4.503 -2.955
N 0.878 4.224 -1.813
H 3.686 -1.678 1.373
H 5.327 -1.382 0.734
H 4.354 -2.731 0.101
H 4.439 0.518 1.630
H 2.404 4.034 0.323
H 1.895 0.966 -2.959
H 0.093 2.668 -5.827
H -1.451 4.519 -6.426
H -1.960 6.309 -4.824
H -0.930 6.335 -2.567
H 0.590 4.509 -0.873
```

=====

Entry 3:
DFT (the ωB97M-V functional and the def2-TZVPD basis) results for a structure of composition C32H34CeClSb at a distorted geometry.

Results
total charge	+2
frontier orbital gap	0.1912	Eh
energy above the lowest of the compared OMol25 structures with the same formula, charge and spin	13.1	kcal/mol
LUMO	-0.28053	hartree

Geometry as XYZ:
```
69
C32H34CeClSb the ωB97M-V functional and the def2-TZVPD basis
C -5.255 1.020 -2.905
C -5.287 -0.203 -3.732
C -6.121 1.073 -1.712
C -4.882 2.297 -3.544
Cl -2.764 0.485 -1.642
H -7.133 1.268 -2.115
H -5.904 1.907 -1.031
H -6.195 0.125 -1.161
H -6.218 -0.105 -4.312
H -5.389 -1.134 -3.158
H -4.481 -0.286 -4.476
H -5.783 2.582 -4.112
H -4.072 2.233 -4.285
H -4.703 3.119 -2.837
C 0.066 -2.009 0.995
C -0.987 -1.259 1.626
C -2.148 -1.334 0.797
H -0.963 -0.798 2.609
C -1.834 -2.210 -0.298
C -0.461 -2.606 -0.188
H 0.035 -3.316 -0.847
H 1.043 -2.162 1.422
H -3.084 -0.840 0.976
H -2.532 -2.559 -1.035
C 0.779 2.352 -0.420
C 0.782 1.727 0.867
C -0.568 1.695 1.357
H 1.670 1.410 1.427
C -1.416 2.209 0.336
C -0.578 2.658 -0.744
H -0.935 3.215 -1.603
H 1.649 2.641 -1.024
H -0.938 1.420 2.351
H -2.498 2.254 0.390
Ce -0.584 0.021 -0.640
C 7.262 1.350 -1.834
C 5.980 1.653 -2.264
C 4.919 0.920 -1.761
C 5.182 0.039 -0.704
C 6.473 -0.179 -0.205
C 7.541 0.501 -0.766
Sb 3.428 -0.703 0.263
C 3.866 -2.875 0.516
C 3.331 -3.881 -0.301
C 3.603 -5.240 -0.055
C 4.428 -5.599 1.017
C 4.985 -4.594 1.821
C 4.708 -3.242 1.559
C 3.980 0.417 2.096
C 3.776 -0.285 3.283
C 4.281 0.229 4.472
C 4.949 1.451 4.500
C 5.131 2.170 3.316
C 4.621 1.652 2.125
H 8.077 1.818 -2.333
H 5.815 2.456 -2.973
H 3.909 1.033 -2.174
H 6.661 -0.862 0.623
H 8.546 0.385 -0.364
H 2.696 -3.610 -1.143
H 3.161 -6.020 -0.693
H 4.630 -6.652 1.220
H 5.629 -4.861 2.666
H 5.171 -2.489 2.204
H 3.269 -1.259 3.307
H 4.155 -0.334 5.393
H 5.328 1.861 5.427
H 5.702 3.103 3.315
H 4.808 2.204 1.208
```

=====

Entry 4:
DFT (the ωB97M-V functional and the def2-TZVPD basis) results for a cluster of 5 separate species, C32H34ClF32N3O8P2S3 in total at a distorted geometry.

Results
SMILES	N#C[C@@H](CCCSC(=S)N1CCOCC1)[C@](C#N)(P(O)Cl)P(O)(O)=S.FC(F)C(F)(F)COC(F)(F)C(F)F.FC(F)C(F)(F)COC(F)(F)C(F)F.FC(F)C(F)(F)COC(F)(F)C(F)F.FC(F)C(F)(F)COC(F)(F)C(F)F
frontier orbital gap	0.3033	Eh
LUMO	-0.02729	hartree

Geometry as XYZ:
```
115
C32H34ClF32N3O8P2S3 the ωB97M-V functional and the def2-TZVPD basis
N -3.303 3.227 5.844
C -2.099 3.239 5.724
C -0.495 3.312 5.457
C 0.087 4.284 6.593
C -0.143 5.856 6.354
C -0.137 6.339 4.823
S 0.361 8.100 4.546
C 0.487 8.465 2.706
S 0.467 10.133 2.366
N 0.629 7.413 1.685
C 1.034 7.943 0.346
C -0.197 8.456 -0.573
O -1.434 8.708 0.140
C -1.843 7.599 0.973
C -0.627 6.647 1.440
C 0.190 1.817 5.465
C 0.488 1.410 6.999
N 0.835 1.364 8.163
P 1.795 2.024 4.417
O 2.891 3.106 5.217
Cl 2.867 0.210 4.301
P -1.013 0.524 4.707
O -1.877 1.164 3.351
O -0.171 -0.855 4.083
S -2.238 -0.205 6.062
H -0.385 3.678 4.378
H 1.197 4.114 6.854
H -0.488 4.018 7.568
H -1.096 6.254 6.859
H 0.740 6.401 6.882
H 0.578 5.639 4.231
H -1.204 6.132 4.406
H 1.912 8.702 0.396
H 1.485 7.033 -0.226
H -0.432 7.620 -1.360
H 0.080 9.437 -1.122
H -2.365 7.958 1.948
H -2.641 6.956 0.428
H -0.955 5.954 2.288
H -0.407 5.949 0.534
H 2.589 4.038 5.116
H -1.198 1.262 2.627
H -0.840 -1.588 4.106
C -0.237 -2.122 0.915
C -1.717 -1.737 0.710
C -2.690 -2.906 0.557
F -2.417 -3.672 -0.516
F -3.955 -2.445 0.382
F -1.809 -0.879 -0.336
F -2.097 -1.022 1.813
O 0.608 -2.098 -0.244
C 0.610 -3.252 -1.061
C 0.059 -2.982 -2.467
F -1.206 -2.512 -2.427
F 0.028 -4.119 -3.205
F -0.033 -4.252 -0.426
F 1.907 -3.641 -1.147
H 0.189 -1.352 1.566
H -0.123 -3.052 1.480
H -2.689 -3.540 1.448
H 0.674 -2.246 -2.992
C 6.060 -4.726 -0.925
C 5.231 -4.875 -2.217
C 3.972 -5.735 -2.104
F 4.244 -7.009 -1.760
F 3.330 -5.793 -3.299
F 6.039 -5.317 -3.211
F 4.841 -3.617 -2.586
O 7.197 -5.587 -0.781
C 6.959 -6.882 -0.261
C 7.279 -7.991 -1.270
F 6.550 -7.865 -2.401
F 6.991 -9.211 -0.755
F 5.701 -6.950 0.217
F 7.772 -7.005 0.815
H 6.495 -3.722 -0.960
H 5.436 -4.724 -0.028
H 3.274 -5.319 -1.374
H 8.336 -7.971 -1.548
C -4.173 5.647 -2.175
C -3.042 6.444 -2.857
C -3.358 7.907 -3.167
F -4.392 8.045 -4.018
F -2.292 8.503 -3.764
F -2.640 5.780 -3.967
F -1.971 6.424 -2.003
O -4.993 4.830 -3.020
C -6.079 5.465 -3.669
C -5.936 5.466 -5.195
F -4.804 6.088 -5.593
F -6.967 6.125 -5.777
F -6.251 6.698 -3.154
F -7.181 4.760 -3.321
H -3.680 4.928 -1.513
H -4.774 6.268 -1.504
H -3.580 8.465 -2.253
H -5.912 4.445 -5.584
C 0.218 -7.764 -3.036
C 0.422 -8.906 -2.020
C 1.391 -10.009 -2.444
F 0.990 -10.653 -3.556
F 1.484 -10.953 -1.471
F -0.788 -9.418 -1.683
F 0.915 -8.335 -0.878
O -0.940 -7.852 -3.878
C -0.825 -8.636 -5.049
C -1.753 -9.856 -5.038
F -1.509 -10.662 -3.982
F -1.578 -10.608 -6.152
F 0.469 -8.959 -5.248
F -1.166 -7.821 -6.076
H 0.047 -6.858 -2.446
H 1.123 -7.548 -3.611
H 2.394 -9.609 -2.615
H -2.800 -9.547 -4.989
```

=====

Entry 5:
DFT (the ωB97M-V functional and the def2-TZVPD basis) results for a structure of composition C32H34HgN7O4S.

Results
multiplicity	2
frontier orbital gap (spin up / spin down)	0.1795 / 0.2791	Eh
energy above the lowest of the compared OMol25 structures with the same formula, charge and spin	17.8	kcal/mol
LUMO (spin up / spin down)	0.01576 / 0.01562	hartree

Geometry as XYZ:
```
79
C32H34HgN7O4S the ωB97M-V functional and the def2-TZVPD basis
Hg 0.464 0.556 0.051
O 1.308 1.872 2.309
C 2.220 1.289 3.211
C 2.741 -0.081 2.803
C 3.859 -0.599 3.450
C 4.330 -1.846 3.083
C 3.671 -2.543 2.079
C 2.564 -1.955 1.496
N 2.110 -0.750 1.847
H 0.401 1.863 2.641
H 1.792 1.212 4.215
H 3.080 1.956 3.284
H 4.351 -0.024 4.226
H 5.203 -2.267 3.565
H 4.010 -3.518 1.751
H 2.010 -2.461 0.710
C -0.730 -2.700 -1.430
C 0.729 -2.642 -1.781
C 1.363 -3.755 -2.389
C 2.690 -3.689 -2.678
C 3.414 -2.513 -2.387
C 4.791 -2.401 -2.670
C 5.448 -1.243 -2.370
C 4.754 -0.167 -1.785
C 3.405 -0.224 -1.502
S 2.672 1.211 -0.796
C 2.700 -1.435 -1.797
N 1.379 -1.540 -1.501
H -1.136 -3.695 -1.613
H -1.296 -1.978 -2.024
H -0.883 -2.445 -0.380
H 0.785 -4.642 -2.609
H 3.206 -4.532 -3.129
H 5.305 -3.242 -3.123
H 6.507 -1.148 -2.574
H 5.282 0.748 -1.544
O -6.362 -0.582 -1.990
C -5.349 -0.148 -2.886
C -4.072 0.106 -2.143
C -3.060 0.893 -2.751
C -1.892 1.085 -2.060
N -1.648 0.570 -0.850
C -2.604 -0.198 -0.243
C -3.842 -0.422 -0.906
C -2.281 -0.763 1.024
C -3.093 -1.748 1.648
C -2.750 -2.279 2.859
C -3.592 -3.353 3.498
O -4.980 -3.038 3.551
C -1.566 -1.817 3.486
C -0.790 -0.908 2.810
N -1.088 -0.393 1.612
H -7.141 -0.819 -2.497
H -5.649 0.764 -3.411
H -5.156 -0.913 -3.647
H -3.208 1.350 -3.722
H -1.100 1.693 -2.484
H -4.628 -0.984 -0.425
H -3.996 -2.098 1.163
H -3.200 -3.578 4.494
H -3.528 -4.267 2.907
H -5.083 -2.205 4.022
H -1.273 -2.169 4.467
H 0.127 -0.554 3.264
C -0.025 6.615 -1.577
N -0.306 5.397 -0.854
C -0.912 5.371 0.461
C -0.710 3.900 0.854
O -1.062 3.413 1.906
N -0.060 3.257 -0.171
C 0.192 4.163 -1.104
N 0.837 3.867 -2.244
H -0.850 7.310 -1.436
H 0.055 6.418 -2.646
H 0.896 7.097 -1.235
H -1.972 5.625 0.430
H -0.406 6.031 1.169
H 1.410 3.023 -2.186
H 1.214 4.618 -2.795
```